(1)
# C5H11NO

The molecule C5H11NO (ωB97M-V/def2-TZVPD, OMol25).

Its multiplicity is 1. The LUMO energy comes out at 0.90 eV. The HOMO-LUMO gap comes out at 10.29 eV. Its charge is 0. As for the highest occupied orbital energy: -9.394 eV. The maximum force is 1.7 eV Å⁻¹. As for the energy above the lowest of the compared OMol25 structures with the same formula, charge and spin: 182.04 kJ/mol.

```
18
Properties=species:S:1:pos:R:3:mulliken_charge:R:1
O 1.404 1.976 -1.660 -0.547
N 0.945 0.091 -0.414 0.001
C -1.102 -1.235 -0.910 -1.418
C 1.249 -0.576 0.824 -0.811
C 1.703 1.173 -0.801 0.234
C -0.498 0.134 -0.560 0.083
C -1.231 0.696 0.921 -1.232
H -2.277 0.425 0.818 0.390
H -1.000 -1.908 -0.056 0.341
H 2.241 -0.315 1.186 0.399
H -2.168 -1.088 -1.104 0.386
H 1.140 -1.660 0.734 0.213
H 2.653 1.241 -0.233 0.239
H -0.666 0.825 -1.411 0.407
H -0.676 -1.745 -1.788 0.366
H -1.059 0.403 2.005 0.345
H -1.105 1.781 0.981 0.333
H 0.446 -0.219 1.468 0.271
```



(2)
# C5H7O4Rh

C5H7O4Rh as an isolated structure (ωB97M-V/def2-TZVPD, OMol25).

Its multiplicity is 6. The LUMO energy (spin up / spin down) comes out at -13.30 / -18.44 eV. The HOMO-LUMO gap (spin up / spin down) comes out at 10.18 / 5.30 eV. Its charge is +3. As for the highest occupied orbital energy (spin up / spin down): -23.486 / -23.740 eV. The maximum force is 4.5 eV Å⁻¹.

```
17
Properties=species:S:1:pos:R:3:mulliken_charge:R:1
Rh 3.193 1.522 0.699 1.163
O 1.220 -1.437 0.141 -0.158
O -3.544 0.955 1.305 0.079
O 1.873 0.673 -0.403 -0.752
O 3.070 -0.478 1.096 -0.471
C -0.237 0.366 -0.418 -0.422
C 0.001 -0.805 0.535 -0.405
C -2.171 0.338 -0.715 -0.617
C 2.257 -0.558 0.033 0.991
C -2.955 0.661 0.381 0.625
H -0.064 0.094 -1.466 0.417
H 3.026 -1.035 -0.722 0.412
H -0.775 -1.571 0.447 0.483
H 0.118 -0.455 1.570 0.320
H -0.272 1.331 0.100 0.437
H -2.333 1.076 -1.512 0.431
H -2.405 -0.676 -1.069 0.466
```



(3)
# C3H15NO5

A 4-piece molecular cluster, C3H15NO5 overall (ωB97M-V/def2-TZVPD, OMol25).

Its multiplicity is 1. The LUMO energy comes out at 0.56 eV. The HOMO-LUMO gap comes out at 9.44 eV. Its charge is 0. As for the highest occupied orbital energy: -8.882 eV. The maximum force is 1.9 eV Å⁻¹. As for the energy above the lowest of the compared OMol25 structures with the same formula, charge and spin: 177.46 kJ/mol.

```
24
Properties=species:S:1:pos:R:3:mulliken_charge:R:1
O -2.682 -0.440 0.479 -0.566
O -0.783 1.671 1.216 -0.606
O 1.576 -1.320 -1.810 -0.536
O 1.899 1.693 1.857 -0.677
O 1.052 2.350 -0.875 -0.601
N 0.336 -1.120 0.258 -0.184
C -1.960 -0.931 -0.706 -0.438
C 1.612 -1.327 -0.354 -0.360
C -0.846 -1.851 -0.261 -0.634
H -2.719 -1.555 -1.154 0.427
H 2.239 -0.493 -0.047 0.289
H 1.945 -2.349 -0.184 0.307
H -1.200 -2.385 0.620 0.333
H 0.985 -0.603 -2.068 0.292
H -1.569 -0.070 -1.250 0.299
H 1.352 2.437 2.142 0.301
H -0.530 -2.529 -1.044 0.392
H 1.541 1.005 2.432 0.311
H 0.178 -0.135 0.419 0.098
H -3.456 0.013 0.129 0.294
H 1.522 2.279 -0.026 0.336
H -1.194 0.805 1.331 0.347
H -0.900 1.913 0.290 0.294
H 1.606 2.942 -1.397 0.284
```



(4)
# C58H47AsCl2CrN7O2

C58H47AsCl2CrN7O2 as an isolated structure (ωB97M-V/def2-TZVPD, OMol25).

Its multiplicity is 5. The LUMO energy (spin up / spin down) comes out at 1.89 / 1.89 eV. The HOMO-LUMO gap (spin up / spin down) comes out at 5.42 / 5.50 eV. Its charge is -1. As for the highest occupied orbital energy (spin up / spin down): -3.530 / -3.614 eV. The maximum force is 0.1 eV Å⁻¹. As for the energy above the lowest of the compared OMol25 structures with the same formula, charge and spin: 29.43 kJ/mol.

```
118
Properties=species:S:1:pos:R:3:mulliken_charge:R:1
As -2.735 1.368 -1.200 1.527
Cr 0.301 0.606 1.099 0.979
Cl -5.144 2.635 4.825 -0.266
Cl -3.691 5.374 4.056 -0.256
O 0.252 4.724 1.138 -0.839
O -3.549 -0.959 1.950 -0.832
N -1.572 0.264 1.916 0.859
N -0.276 2.483 1.460 1.220
N 3.205 -1.041 -0.069 1.001
N 2.110 1.634 0.497 1.964
N 3.457 -2.428 1.756 0.598
N 1.512 -1.162 1.532 2.163
N -0.777 -1.279 -0.179 2.193
C -6.645 2.912 -1.826 -0.693
C -1.952 3.837 2.690 -0.783
C -2.917 -1.998 -4.555 -0.577
C 0.458 -3.199 2.321 0.750
C 2.671 -1.520 1.076 -1.694
C 1.307 0.007 4.186 -0.956
C 2.841 3.909 0.135 -0.021
C 4.153 3.451 0.085 -1.817
C 2.173 0.023 -3.427 -0.319
C 3.373 1.465 1.212 -0.511
C -4.044 -1.725 -3.793 -0.827
C -4.022 -0.707 -2.847 -0.777
C 0.824 -1.380 3.880 1.238
C 6.078 -4.807 0.733 -0.784
C -3.236 1.453 3.329 -0.677
C -1.429 2.635 2.210 0.327
C 7.019 -2.599 0.764 -0.797
C -5.301 2.618 -2.002 -0.285
C -2.111 1.424 2.518 -0.895
C 3.653 -5.230 1.295 -1.192
C 7.161 -3.960 0.545 -0.654
C 4.836 -4.319 1.120 0.666
C -1.386 4.106 -4.184 -0.743
C -1.762 -1.254 -4.356 -0.760
C -2.455 -2.902 0.323 -1.048
C 4.398 2.274 0.844 -0.693
C -5.306 1.367 0.054 -0.060
C 0.950 -1.925 2.595 -1.977
C -2.049 2.894 -2.208 -0.090
C -0.338 -2.074 -1.154 0.019
C -1.990 -3.723 -0.685 -1.078
C 2.673 -0.731 -2.376 1.174
C -1.737 -0.250 -3.400 -0.255
C -0.835 5.108 -3.395 -0.620
C -0.273 -3.427 4.590 -0.933
C -0.907 -3.301 -1.445 -1.132
C -0.148 -3.954 3.315 -1.353
C 3.237 -2.105 -2.625 -1.882
C -2.386 -0.742 1.588 -0.926
C -3.089 3.841 3.486 -0.070
C -1.511 3.913 -1.425 -0.801
C 2.129 1.074 -0.833 0.360
C 4.705 -2.943 1.337 0.115
C -3.724 2.661 3.816 0.052
C -1.817 -1.687 0.547 0.975
C 2.628 -0.214 -1.075 -0.353
C -6.655 1.661 0.227 -0.854
C -1.990 3.003 -3.594 0.056
C 1.823 3.071 0.553 -1.213
C -7.323 2.432 -0.712 -0.494
C -4.626 1.840 -1.065 -0.055
C 0.209 -2.154 4.859 -1.094
C -2.870 0.047 -2.644 0.104
C 5.795 -2.093 1.177 -0.239
C 1.591 1.787 -1.905 0.088
C 1.619 1.271 -3.185 -1.403
C -0.903 5.015 -2.011 -0.359
C 0.543 3.521 1.077 0.132
H 7.858 -1.929 0.630 0.440
H -0.870 -1.461 -4.938 0.450
H 5.379 2.096 1.276 0.430
H 0.692 0.761 3.683 0.020
H 2.751 -2.858 -1.999 0.279
H -2.469 -4.673 -0.890 0.444
H 5.674 -1.035 1.384 0.540
H 2.205 -0.379 -4.433 0.403
H -2.403 2.221 -4.221 0.368
H -3.306 -3.151 0.941 0.593
H -0.467 5.769 -1.369 0.477
H -8.370 2.672 -0.571 0.353
H 3.893 -6.241 0.969 0.435
H 0.095 -1.736 5.852 0.431
H -4.913 -0.497 -2.266 0.433
H -0.822 0.309 -3.241 0.455
H -0.349 5.958 -3.860 0.379
H 1.179 2.768 -1.712 0.263
H -7.164 3.523 -2.555 0.394
H 3.425 0.718 1.990 0.093
H 4.965 4.092 -0.228 0.435
H -4.784 0.770 0.797 0.339
H -0.543 -4.935 3.083 0.490
H -0.525 -3.892 -2.267 0.483
H 1.253 0.206 5.256 0.582
H 8.115 -4.365 0.231 0.390
H 2.796 -4.872 0.721 0.138
H 6.191 -5.871 0.562 0.372
H 4.125 -1.382 -0.289 0.115
H -0.758 -3.998 5.372 0.393
H -4.771 3.005 -2.865 0.353
H -4.950 -2.302 -3.936 0.385
H -1.342 4.179 -5.265 0.412
H -7.172 1.297 1.106 0.443
H -2.939 -2.787 -5.297 0.373
H 0.528 -3.574 1.305 0.634
H 2.588 4.949 -0.040 0.438
H -3.747 0.538 3.574 0.630
H 2.334 0.163 3.853 0.048
H -1.539 3.850 -0.344 0.301
H 3.332 -5.283 2.339 0.325
H 2.968 -2.922 2.487 0.284
H 1.211 1.857 -4.000 0.237
H 0.496 -1.697 -1.733 -0.395
H 3.097 -2.386 -3.669 0.423
H -1.459 4.763 2.442 0.694
H 4.309 -2.156 -2.411 0.371
```



(5)
# C3H14NO2

A 3-piece molecular cluster, C3H14NO2 overall (ωB97M-V/def2-TZVPD, OMol25).

Its multiplicity is 2. The LUMO energy (spin up / spin down) comes out at -8.67 / -15.97 eV. The HOMO-LUMO gap (spin up / spin down) comes out at 10.38 / 3.07 eV. Its charge is +2. As for the highest occupied orbital energy (spin up / spin down): -19.041 / -19.040 eV. The maximum force is 1.7 eV Å⁻¹. As for the energy above the lowest of the compared OMol25 structures with the same formula, charge and spin: 84.08 kJ/mol.

```
20
Properties=species:S:1:pos:R:3:mulliken_charge:R:1
O -2.719 1.234 2.560 -0.021
O 0.896 2.193 -1.161 -0.635
N 1.032 -0.336 -0.002 -0.186
C 1.193 -1.508 -0.958 -0.392
C -0.087 -1.648 -1.785 -0.903
C -0.059 -0.620 1.015 -0.876
H 0.751 0.527 -0.504 0.340
H 1.384 -2.371 -0.333 0.411
H -0.851 -0.919 -1.530 0.242
H 0.258 -0.322 2.013 0.389
H -0.235 -1.688 1.153 0.356
H -0.963 -0.195 0.585 0.296
H 0.174 2.827 -1.168 0.293
H 1.850 -0.109 0.564 0.376
H -3.323 0.960 3.317 0.505
H 1.977 -1.208 -1.646 0.343
H 1.648 2.576 -1.625 0.298
H -1.863 1.566 2.968 0.498
H 0.121 -1.514 -2.845 0.345
H -0.511 -2.645 -1.724 0.321
```



(6)
# C9H9NSi

The molecule C9H9NSi (ωB97M-V/def2-TZVPD, OMol25).

Its multiplicity is 1. The LUMO energy comes out at -0.07 eV. The HOMO-LUMO gap comes out at 9.07 eV. Its charge is 0. As for the highest occupied orbital energy: -9.140 eV. The maximum force is 6.2 eV Å⁻¹. As for the energy above the lowest of the compared OMol25 structures with the same formula, charge and spin: 84.38 kJ/mol.

```
20
Properties=species:S:1:pos:R:3:mulliken_charge:R:1
Si -1.517 -0.090 0.919 0.341
N -0.613 -1.185 2.056 -0.500
C -0.459 -1.148 -1.599 -0.550
C -0.146 -0.454 3.023 -0.044
C -0.558 0.996 3.046 -0.400
C 1.650 0.591 -1.908 -0.387
C 1.367 -0.350 -2.901 -0.506
C 0.931 0.671 -0.746 -0.164
C -0.222 -0.025 -0.731 0.220
C 0.334 -1.218 -2.717 -0.509
C -1.344 1.355 2.009 -0.445
H -3.029 -0.449 0.603 -0.146
H 0.518 -1.050 3.617 0.418
H 0.117 1.547 3.675 0.348
H 2.577 1.270 -1.866 0.224
H -1.691 2.353 2.014 0.453
H 1.154 1.182 0.167 0.398
H -1.184 -1.881 -1.397 0.367
H 0.205 -1.866 -3.487 0.448
H 1.909 -0.248 -3.776 0.436
```



(7)
# C3H4IN2

C3H4IN2 as an isolated structure (ωB97M-V/def2-TZVPD, OMol25).

Its multiplicity is 1. The LUMO energy comes out at 3.82 eV. The HOMO-LUMO gap comes out at 7.98 eV. Its charge is -1. As for the highest occupied orbital energy: -4.164 eV. The maximum force is 1.6 eV Å⁻¹.

```
10
Properties=species:S:1:pos:R:3:mulliken_charge:R:1
I -3.319 -1.557 -0.382 -0.893
N 1.691 -0.115 0.503 -0.673
N -0.458 -0.320 -0.017 0.264
C -0.107 0.963 -0.356 -0.176
C 0.649 -0.931 0.494 -0.105
C 1.227 1.066 -0.026 -0.441
H -1.383 -0.742 -0.127 -0.017
H -0.817 1.666 -0.791 0.345
H 1.878 1.933 -0.142 0.352
H 0.639 -1.964 0.843 0.344
```